# 1
Density functional theory data (the ωB97M-V functional and the def2-TZVPD basis) for a structure of composition C19H40FeNP3Se.

The HOMO energy (alpha / beta) is -0.5547 / -0.5547 Eh. Its LUMO energy (alpha / beta) is -11.309 / -12.064 eV. The calculation puts the gap between HOMO and LUMO (alpha / beta) at 3.8 / 3.0 eV. As for the molecular weight: 510.3 g mol⁻¹.

ORCA input file:
```
! RIJCOSX wB97M-V def2-TZVPD def2/J DEFGRID3
* xyz 3 6
Fe 0.00 0.00 1.17
P 0.24 1.90 2.51
P -2.29 0.35 0.81
P 2.29 -0.29 0.81
H -1.49 -3.46 -7.80
C -0.64 -4.12 -7.64
C -0.80 -5.38 -7.25
H -1.79 -5.81 -7.07
C 0.37 3.55 1.68
C -1.10 2.24 3.74
C 1.68 2.05 3.66
C -3.02 -0.75 -0.47
C -3.61 0.18 2.11
C -2.83 2.00 0.16
C 2.69 -1.56 -0.46
C 3.46 -0.79 2.16
C 3.27 1.13 0.17
H 0.34 -3.70 -7.82
H 0.05 -6.04 -7.09
H 0.38 4.36 2.41
H -0.47 3.68 1.00
H 1.28 3.57 1.09
H -0.82 3.05 4.42
H -1.29 1.34 4.32
H -2.02 2.52 3.22
H 1.62 2.99 4.23
H 2.62 2.04 3.10
H 1.69 1.22 4.36
H -4.11 -0.76 -0.41
H -2.63 -1.76 -0.33
H -2.71 -0.40 -1.46
H -4.44 0.86 1.87
H -3.21 0.45 3.09
H -3.99 -0.84 2.15
H -3.92 2.04 0.11
H -2.40 2.15 -0.83
H -2.48 2.79 0.83
H 3.76 -1.79 -0.46
H 2.39 -1.18 -1.44
H 2.12 -2.47 -0.26
H 4.48 -0.80 1.77
H 3.22 -1.78 2.55
H 3.40 -0.07 2.98
H 4.34 0.91 0.26
H 3.04 2.04 0.73
H 3.02 1.29 -0.88
C 0.08 0.24 -2.57
C -0.35 -1.10 -2.57
C -0.38 -1.84 -3.75
C 0.00 -1.26 -4.96
C 0.42 0.08 -4.97
C 0.46 0.82 -3.80
Se 0.17 1.36 -1.02
H -0.22 -1.35 0.26
H -0.64 -1.55 -1.62
H -0.71 -2.87 -3.72
H -0.03 -1.83 -5.88
H 0.72 0.54 -5.91
H 0.79 1.85 -3.81
C 0.00 0.00 5.95
C 0.00 0.00 4.43
N 0.00 0.00 3.17
H 0.83 -0.64 6.32
H -0.97 -0.40 6.32
H 0.14 1.03 6.33
*
```

natural (NBO) atomic charge list, values in e, 5 entries: 1.0394, 0.9806, 0.8928, 0.8879, 0.1944

---

# 2
Density functional theory data (the ωB97M-V functional and the def2-TZVPD basis) for a structure of composition C19H40NNaO2PS3Si.

The HOMO energy (alpha / beta) is 0.0394 / -0.0244 Eh. Its LUMO energy (alpha / beta) is 3.942 / 3.898 eV. The calculation puts the gap between HOMO and LUMO (alpha / beta) at 2.9 / 4.6 eV. As for the molecular weight: 492.8 g mol⁻¹.

ORCA input file:
```
! RIJCOSX wB97M-V def2-TZVPD def2/J DEFGRID3
* xyz -2 2
Na -0.68 0.35 -1.13
C 2.15 -3.15 -6.37
C 1.15 -2.72 -5.33
O 1.70 -1.61 -4.63
P 0.99 -1.00 -3.28
S 2.28 0.30 -2.58
S 0.20 -2.43 -2.19
O -0.31 -0.24 -3.91
C -0.21 0.96 -4.69
C -0.22 0.63 -6.17
H 1.75 -3.98 -6.97
H 3.08 -3.48 -5.90
H 2.39 -2.32 -7.04
H 0.94 -3.53 -4.63
H 0.20 -2.44 -5.79
H 0.69 1.51 -4.42
H -1.08 1.56 -4.41
H 0.64 0.01 -6.42
H -0.17 1.56 -6.75
H -1.13 0.10 -6.44
S -4.98 2.40 -2.10
C -3.97 3.65 -1.38
C -2.70 3.16 -1.21
N -2.43 1.92 -1.65
C -3.51 1.40 -2.34
H -4.38 4.58 -1.03
H -1.90 3.73 -0.73
H -3.65 0.33 -2.41
C 1.42 -1.93 3.88
C 0.74 -1.81 2.51
C 1.70 -2.38 1.45
C -0.47 -2.76 2.51
Si 0.15 0.00 1.89
C -1.44 0.48 3.02
C -1.69 1.99 2.95
C -1.44 0.07 4.50
C -2.68 -0.16 2.36
C 1.61 1.25 2.45
C 1.72 1.62 3.94
C 2.97 0.70 2.01
C 1.43 2.56 1.65
H 1.64 -2.99 4.10
H 0.81 -1.54 4.69
H 2.38 -1.40 3.90
H 1.97 -3.41 1.72
H 2.62 -1.81 1.36
H 1.23 -2.40 0.46
H -0.13 -3.80 2.64
H -1.02 -2.70 1.56
H -1.17 -2.54 3.32
H -0.94 2.57 3.50
H -2.67 2.23 3.39
H -1.70 2.34 1.91
H -0.58 0.48 5.04
H -1.42 -1.01 4.63
H -2.35 0.44 5.00
H -2.79 0.20 1.33
H -3.59 0.13 2.92
H -2.64 -1.25 2.33
H 1.86 0.74 4.57
H 0.84 2.15 4.30
H 2.59 2.29 4.10
H 3.30 -0.15 2.61
H 3.74 1.48 2.10
H 2.95 0.39 0.96
H 0.48 3.06 1.86
H 1.47 2.36 0.58
H 2.24 3.26 1.90
*
```

natural (NBO) atomic charge list, values in e, 5 entries: 0.8352, -0.6160, -0.0660, -0.8447, 1.5812

---

# 3
Density functional theory data (the ωB97M-V functional and the def2-TZVPD basis) for a structure of composition C19H41ClInO6.

The HOMO energy is -0.1726 Eh. Its LUMO energy is 2.133 eV. The calculation puts the gap between HOMO and LUMO at 6.8 eV. As for the molecular weight: 515.8 g mol⁻¹.

ORCA input file:
```
! RIJCOSX wB97M-V def2-TZVPD def2/J DEFGRID3
* xyz -1 1
C 2.69 -3.52 0.42
In 0.55 -3.55 0.89
Cl -0.31 -5.85 0.56
H 3.00 -2.50 0.17
H 3.31 -3.88 1.23
H 2.89 -4.13 -0.46
H 0.26 -2.98 2.48
H -0.27 -2.52 -0.30
C -0.55 1.03 2.60
C -1.73 0.10 2.78
O -1.52 -1.08 2.91
C -3.12 0.69 2.77
H 0.34 0.41 2.63
H -0.62 1.54 1.64
H -0.51 1.79 3.38
H -3.30 1.20 1.82
H -3.23 1.43 3.57
H -3.85 -0.10 2.90
C -6.53 -1.13 0.50
C -6.72 -1.12 1.99
O -6.01 -0.48 2.72
C -7.86 -1.96 2.53
H -5.68 -0.50 0.24
H -6.33 -2.15 0.15
H -7.42 -0.77 -0.01
H -7.71 -3.01 2.26
H -8.81 -1.63 2.10
H -7.90 -1.87 3.61
C -1.42 4.82 -1.11
C -0.83 4.16 0.11
O -1.49 3.60 0.95
C 0.68 4.16 0.26
H -2.50 4.72 -1.09
H -1.15 5.87 -1.14
H -1.04 4.33 -2.01
H 1.09 5.17 0.29
H 1.13 3.64 -0.59
H 0.94 3.64 1.17
C -0.16 3.05 -5.77
C -1.53 3.02 -5.14
O -1.71 3.32 -3.99
C -2.67 2.59 -6.03
H 0.57 3.38 -5.04
H 0.11 2.06 -6.14
H -0.15 3.74 -6.62
H -2.49 1.58 -6.41
H -2.75 3.26 -6.89
H -3.60 2.60 -5.47
C 2.49 0.23 -0.40
C 2.82 0.82 0.95
O 2.98 2.01 1.10
C 2.93 -0.16 2.08
H 2.43 1.02 -1.15
H 3.26 -0.49 -0.70
H 1.54 -0.30 -0.36
H 3.71 -0.90 1.88
H 1.99 -0.71 2.21
H 3.16 0.37 3.00
C 6.31 -3.60 -0.77
C 6.58 -3.33 0.69
O 6.06 -2.41 1.28
C 7.55 -4.25 1.40
H 5.59 -2.88 -1.14
H 7.24 -3.54 -1.34
H 5.90 -4.60 -0.89
H 8.53 -4.22 0.92
H 7.19 -5.28 1.36
H 7.65 -3.95 2.44
*
```

Mulliken atomic charge list, values in e, 5 entries: -0.8422, 0.7796, -0.6568, -0.1721, 0.2462

---

# 4
Density functional theory data (the ωB97M-V functional and the def2-TZVPD basis) for a cluster of 7 separate species, C19H41NO9S in total.

The HOMO energy is -0.3358 Eh. Its LUMO energy is 0.496 eV. The calculation puts the gap between HOMO and LUMO at 9.6 eV. As for the molecular weight: 459.6 g mol⁻¹.

ORCA input file:
```
! RIJCOSX wB97M-V def2-TZVPD def2/J DEFGRID3
* xyz 0 1
C -5.04 3.96 2.98
O -4.24 4.05 1.79
S -2.71 4.64 2.11
O -2.28 5.13 0.78
O -1.68 3.35 2.37
N -1.29 3.22 3.71
H -4.46 4.05 3.90
H -5.54 2.99 2.93
H -5.82 4.72 2.96
H -1.60 4.00 4.29
H -1.67 2.37 4.13
C 0.90 1.01 1.60
C 0.24 -0.19 2.21
O -0.11 -0.21 3.37
C 0.03 -1.38 1.31
H 0.99 1.79 2.36
H 1.90 0.76 1.25
H 0.30 1.39 0.77
H 0.99 -1.74 0.94
H -0.60 -1.10 0.46
H -0.46 -2.18 1.87
C -0.56 -3.65 -1.94
C 0.24 -2.43 -2.33
O -0.07 -1.32 -1.94
C 1.43 -2.65 -3.22
H -1.39 -3.35 -1.30
H -0.96 -4.13 -2.83
H 0.08 -4.34 -1.39
H 1.12 -3.09 -4.17
H 2.14 -3.30 -2.71
H 1.91 -1.69 -3.42
C -2.51 3.44 -1.78
C -2.40 3.32 -3.27
O -2.57 4.28 -4.00
C -2.08 1.96 -3.84
H -2.74 4.46 -1.51
H -3.30 2.78 -1.41
H -1.56 3.16 -1.32
H -2.85 1.25 -3.56
H -1.11 1.62 -3.47
H -2.03 2.02 -4.93
C -6.38 3.62 -1.32
C -6.99 2.46 -0.58
O -7.30 2.55 0.59
C -7.21 1.18 -1.35
H -6.28 4.47 -0.64
H -5.39 3.34 -1.68
H -7.01 3.91 -2.16
H -6.25 0.80 -1.72
H -7.88 1.37 -2.19
H -7.66 0.44 -0.69
C 6.20 -3.91 -1.71
C 4.80 -3.43 -1.41
O 3.84 -4.14 -1.62
C 4.66 -2.04 -0.86
H 6.16 -4.92 -2.10
H 6.67 -3.26 -2.45
H 6.79 -3.90 -0.79
H 5.06 -1.31 -1.57
H 5.18 -1.96 0.09
H 3.60 -1.82 -0.70
C 7.46 -4.01 2.43
C 6.53 -2.85 2.66
O 6.25 -2.07 1.77
C 5.96 -2.69 4.04
H 7.80 -4.00 1.39
H 8.33 -3.92 3.08
H 6.94 -4.95 2.62
H 6.76 -2.55 4.76
H 5.37 -3.57 4.30
H 5.31 -1.81 4.06
*
```

Mulliken atomic charge list, values in e, 5 entries: -0.6680, -0.1212, 0.4511, -0.5499, -0.0527